Below is 24 unconnected molecules or ions with the total composition C48H152N40O24, with properties calculated with wB97M-V/def2-TZVPD.

Bonds (Å) are listed after each position.
Element x y z (Å)
1 C -2.45 1.22 3.38  C2 1.543, H7 1.090, H8 1.090, H9 1.090
2 C -2.00 -0.20 3.78  C1 1.543, C3 1.493, N6 1.466, H10 1.090
3 C -2.75 -1.32 3.13  C2 1.493, O4 1.435, H11 1.090, H12 1.090
4 O -2.17 -2.54 3.61  C3 1.435, C5 1.436
5 C -2.85 -3.64 2.99  O4 1.436, H13 1.090, H14 1.090, H15 1.090
6 N -0.55 -0.15 3.57  C2 1.466, H16 1.010, H17 1.010
7 H -3.33 1.56 3.93  C1 1.090
8 H -2.56 1.32 2.30  C1 1.090
9 H -1.80 2.03 3.67  C1 1.090
10 H -2.17 -0.22 4.85  C2 1.090
11 H -2.69 -1.19 2.04  C3 1.090
12 H -3.79 -1.33 3.42  C3 1.090
13 H -2.37 -4.54 3.37  C5 1.090
14 H -2.85 -3.65 1.90  C5 1.090
15 H -3.85 -3.47 3.39  C5 1.090
16 H -0.16 -1.01 3.95  N6 1.010
17 H -0.03 0.66 3.88  N6 1.010
18 C 1.51 -2.01 8.40  C19 1.499, H24 1.090, H25 1.090, H26 1.090
19 C 1.74 -1.28 7.11  C18 1.499, C20 1.502, N23 1.467, H27 1.090
20 C 2.08 -2.25 6.02  C19 1.502, O21 1.433, H28 1.090, H29 1.090
21 O 2.38 -1.43 4.88  C20 1.433, C22 1.347
22 C 2.89 -2.11 3.84  O21 1.347, H30 1.090, H31 1.090, H32 1.090
23 N 0.53 -0.49 6.90  C19 1.467, H33 1.010, H34 1.010
24 H 0.60 -2.62 8.45  C18 1.090
25 H 1.54 -1.32 9.24  C18 1.090
26 H 2.38 -2.64 8.60  C18 1.090
27 H 2.59 -0.59 7.19  C19 1.090
28 H 1.34 -2.89 5.55  C20 1.090
29 H 2.96 -2.87 6.23  C20 1.090
30 H 3.86 -2.51 4.14  C22 1.090
31 H 2.91 -1.53 2.92  C22 1.090
32 H 2.21 -2.95 3.73  C22 1.090
33 H -0.36 -0.95 6.75  N23 1.010
34 H 0.41 -0.22 7.87  N23 1.010
35 C 1.45 6.86 -0.97  C36 1.544, H41 1.090, H42 1.090, H43 1.090
36 C 2.33 5.59 -0.87  C35 1.544, C37 1.492, N40 1.498, H44 1.090
37 C 2.46 4.93 0.47  C36 1.492, O38 1.428, H45 1.090, H46 1.090
38 O 1.18 4.55 0.95  C37 1.428, C39 1.415
39 C 1.23 3.81 2.16  O38 1.415, H47 1.090, H48 1.090, H49 1.090
40 N 1.67 4.68 -1.86  C36 1.498, H50 1.010, H51 1.010
41 H 1.31 7.27 -1.96  C35 1.090
42 H 1.66 7.65 -0.25  C35 1.090
43 H 0.47 6.64 -0.55  C35 1.090
44 H 3.29 5.86 -1.29  C36 1.090
45 H 2.84 5.65 1.19  C37 1.090
46 H 3.10 4.05 0.50  C37 1.090
47 H 1.28 4.45 3.04  C39 1.090
48 H 2.05 3.09 2.03  C39 1.090
49 H 0.41 3.10 2.24  C39 1.090
50 H 0.82 4.43 -1.38  N40 1.010
51 H 1.19 5.21 -2.57  N40 1.010
52 C -3.15 3.74 -1.38  C53 1.597, H58 1.090, H59 1.090, H60 1.090
53 C -1.89 4.24 -0.54  C52 1.597, C54 1.538, N57 1.444, H61 1.090
54 C -2.21 5.40 0.43  C53 1.538, O55 1.448, H62 1.090, H63 1.090
55 O -2.58 6.46 -0.48  C54 1.448, C56 1.412
56 C -2.17 7.77 -0.17  O55 1.412, H64 1.090, H65 1.090, H66 1.090
57 N -1.37 3.10 0.17  C53 1.444, H67 1.010, H68 1.010
58 H -2.74 3.03 -2.10  C52 1.090
59 H -3.59 4.62 -1.87  C52 1.090
60 H -3.94 3.27 -0.80  C52 1.090
61 H -1.24 4.68 -1.29  C53 1.090
62 H -1.36 5.70 1.05  C54 1.090
63 H -2.99 5.13 1.14  C54 1.090
64 H -2.48 8.43 -0.98  C56 1.090
65 H -1.11 7.99 -0.06  C56 1.090
66 H -2.64 8.18 0.72  C56 1.090
67 H -1.27 2.39 -0.54  N57 1.010
68 H -0.46 3.33 0.54  N57 1.010
69 C 0.69 -5.58 3.69  C70 1.614, H75 1.090, H76 1.090, H77 1.090
70 C 0.47 -6.63 4.90  C69 1.614, C71 1.501, N74 1.527, H78 1.090
71 C 1.65 -6.53 5.83  C70 1.501, O72 1.431, H79 1.090, H80 1.090
72 O 1.56 -7.43 6.93  C71 1.431, C73 1.421
73 C 2.79 -7.39 7.64  O72 1.421, H81 1.090, H82 1.090, H83 1.090
74 N -0.88 -6.42 5.58  C70 1.527, H84 1.010, H85 1.010
75 H -0.13 -5.79 3.01  C69 1.090
76 H 1.67 -5.73 3.25  C69 1.090
77 H 0.59 -4.54 4.00  C69 1.090
78 H 0.38 -7.66 4.54  C70 1.090
79 H 1.87 -5.54 6.23  C71 1.090
80 H 2.49 -6.83 5.20  C71 1.090
81 H 2.65 -8.12 8.43  C73 1.090
82 H 3.09 -6.53 8.25  C73 1.090
83 H 3.64 -7.64 7.01  C73 1.090
84 H -0.75 -5.44 5.75  N74 1.010
85 H -0.80 -6.73 6.54  N74 1.010
86 C 0.98 0.70 0.49  C87 1.478, H92 1.090, H93 1.090, H94 1.090
87 C -0.23 0.01 0.00  C86 1.478, C88 1.552, N91 1.459, H95 1.090
88 C -0.35 0.11 -1.55  C87 1.552, O89 1.388, H96 1.090, H97 1.090
89 O -0.12 1.40 -2.02  C88 1.388, C90 1.448
90 C 0.06 1.66 -3.43  O89 1.448, H98 1.090, H99 1.090, H100 1.090
91 N -0.17 -1.40 0.36  C87 1.459, H101 1.010, H102 1.010
92 H 0.68 1.74 0.31  C86 1.090
93 H 1.77 0.32 -0.15  C86 1.090
94 H 1.30 0.58 1.52  C86 1.090
95 H -0.98 0.54 0.58  C87 1.090
96 H -1.27 -0.26 -1.99  C88 1.090
97 H 0.42 -0.49 -2.03  C88 1.090
98 H 0.63 0.87 -3.90  C90 1.090
99 H 0.36 2.71 -3.55  C90 1.090
100 H -0.86 1.37 -3.95  C90 1.090
101 H 0.75 -1.80 0.51  N91 1.010
102 H -0.54 -1.31 1.29  N91 1.010
103 C 6.00 3.54 0.51  C104 1.565, H109 1.090, H110 1.090, H111 1.090
104 C 5.91 3.30 2.05  C103 1.565, C105 1.494, N108 1.453, H112 1.090
105 C 6.61 2.05 2.48  C104 1.494, O106 1.426, H113 1.090, H114 1.090
106 O 6.33 1.77 3.85  C105 1.426, C107 1.459
107 C 7.47 2.01 4.72  O106 1.459, H115 1.090, H116 1.090, H117 1.090
108 N 6.57 4.40 2.73  C104 1.453, H118 1.010, H119 1.010
109 H 5.43 2.81 -0.07  C103 1.090
110 H 7.05 3.53 0.23  C103 1.090
111 H 5.75 4.56 0.22  C103 1.090
112 H 4.86 3.30 2.32  C104 1.090
113 H 7.65 2.11 2.17  C105 1.090
114 H 6.22 1.24 1.86  C105 1.090
115 H 7.22 1.94 5.78  C107 1.090
116 H 7.65 3.06 4.53  C107 1.090
117 H 8.34 1.38 4.52  C107 1.090
118 H 6.52 4.20 3.72  N108 1.010
119 H 7.54 4.46 2.46  N108 1.010
120 C -9.14 -0.15 -2.80  C121 1.528, H126 1.090, H127 1.090, H128 1.090
121 C -7.79 -0.61 -3.33  C120 1.528, C122 1.525, N125 1.519, H129 1.090
122 C -6.75 0.51 -3.22  C121 1.525, O123 1.434, H130 1.090, H131 1.090
123 O -5.46 0.00 -3.58  C122 1.434, C124 1.435
124 C -4.32 0.85 -3.42  O123 1.435, H132 1.090, H133 1.090, H134 1.090
125 N -7.24 -1.76 -2.50  C121 1.519, H135 1.010, H136 1.010
126 H -9.72 0.63 -3.30  C120 1.090
127 H -8.95 0.27 -1.81  C120 1.090
128 H -9.87 -0.96 -2.79  C120 1.090
129 H -7.79 -0.88 -4.38  C121 1.090
130 H -6.70 0.84 -2.18  C122 1.090
131 H -6.92 1.33 -3.91  C122 1.090
132 H -4.42 1.28 -2.42  C124 1.090
133 H -4.30 1.66 -4.15  C124 1.090
134 H -3.34 0.40 -3.58  C124 1.090
135 H -7.43 -2.65 -2.94  N125 1.010
136 H -6.26 -1.63 -2.67  N125 1.010
137 C -0.10 -6.59 -1.12  O138 1.187, N139 1.259, N140 1.312
138 O -1.18 -6.41 -1.59  C137 1.187
139 N 0.96 -6.78 -1.78  C137 1.259, H141 1.010, H142 1.010
140 N 0.12 -6.57 0.17  C137 1.312, H143 1.010, H144 1.010
141 H 1.84 -6.94 -1.31  N139 1.010
142 H 0.91 -6.67 -2.78  N139 1.010
143 H -0.65 -6.39 0.80  N140 1.010
144 H 1.05 -6.66 0.56  N140 1.010
145 C -6.77 3.55 2.38  O146 1.191, N147 1.325, N148 1.316
146 O -7.23 4.60 2.72  C145 1.191
147 N -7.40 2.40 2.54  C145 1.325, H149 1.010, H150 1.010
148 N -5.53 3.42 1.96  C145 1.316, H151 1.010, H152 1.010
149 H -8.40 2.47 2.58  N147 1.010
150 H -6.93 1.50 2.52  N147 1.010
151 H -5.42 2.47 1.64  N148 1.010
152 H -4.95 4.24 1.98  N148 1.010
153 C -4.14 -2.08 -6.14  O154 1.182, N155 1.261, N156 1.326
154 O -3.37 -2.68 -6.80  C153 1.182
155 N -4.30 -2.16 -4.90  C153 1.261, H157 1.010, H158 1.010
156 N -5.14 -1.31 -6.57  C153 1.326, H159 1.010, H160 1.010
157 H -4.65 -1.43 -4.30  N155 1.010
158 H -3.88 -2.91 -4.37  N155 1.010
159 H -4.97 -0.87 -7.46  N156 1.010
160 H -5.68 -0.94 -5.80  N156 1.010
161 C -5.51 -0.50 0.84  O162 1.217, N163 1.319, N164 1.270
162 O -5.38 0.02 1.93  C161 1.217
163 N -6.70 -0.99 0.54  C161 1.319, H165 1.010, H166 1.010
164 N -4.66 -0.42 -0.10  C161 1.270, H167 1.010, H168 1.010
165 H -6.98 -1.28 -0.39  N163 1.010
166 H -7.33 -1.21 1.30  N163 1.010
167 H -4.71 -1.19 -0.75  N164 1.010
168 H -3.81 0.10 0.06  N164 1.010
169 C -2.99 2.79 -6.45  O170 1.224, N171 1.338, N172 1.295
170 O -4.20 2.78 -6.65  C169 1.224
171 N -2.18 2.11 -7.27  C169 1.338, H173 1.010, H174 1.010
172 N -2.43 3.51 -5.53  C169 1.295, H175 1.010, H176 1.010
173 H -1.20 2.01 -7.04  N171 1.010
174 H -2.63 1.77 -8.11  N171 1.010
175 H -3.05 4.07 -4.96  N172 1.010
176 H -1.45 3.38 -5.32  N172 1.010
177 C -3.20 -3.12 -1.98  O178 1.242, N179 1.279, N180 1.307
178 O -3.94 -2.13 -1.90  C177 1.242
179 N -2.00 -3.25 -1.54  C177 1.279, H181 1.010, H182 1.010
180 N -3.58 -4.18 -2.65  C177 1.307, H183 1.010, H184 1.010
181 H -1.64 -4.19 -1.41  N179 1.010
182 H -1.56 -2.44 -1.15  N179 1.010
183 H -2.86 -4.88 -2.70  N180 1.010
184 H -4.57 -4.35 -2.73  N180 1.010
185 C 1.39 3.17 -7.10  O186 1.171, N187 1.260, N188 1.290
186 O 0.80 2.37 -6.49  C185 1.171
187 N 1.76 3.00 -8.29  C185 1.260, H189 1.010, H190 1.010
188 N 1.73 4.37 -6.77  C185 1.290, H191 1.010, H192 1.010
189 H 1.17 2.40 -8.86  N187 1.010
190 H 2.62 3.41 -8.63  N187 1.010
191 H 1.82 4.65 -5.80  N188 1.010
192 H 2.01 5.02 -7.49  N188 1.010
193 C -2.29 -3.08 7.08  O194 1.175, N195 1.300, N196 1.298
194 O -1.71 -2.05 7.02  C193 1.175
195 N -2.98 -3.63 6.13  C193 1.300, H197 1.010, H198 1.010
196 N -2.11 -3.90 8.06  C193 1.298, H199 1.010, H200 1.010
197 H -3.16 -4.61 6.27  N195 1.010
198 H -2.88 -3.27 5.19  N195 1.010
199 H -1.67 -3.51 8.88  N196 1.010
200 H -2.68 -4.74 8.09  N196 1.010
201 C 1.11 -0.73 -8.09  O202 1.159, N203 1.302, N204 1.270
202 O 1.11 -1.51 -8.95  C201 1.159
203 N 2.21 -0.29 -7.53  C201 1.302, H205 1.010, H206 1.010
204 N 0.07 -0.11 -7.72  C201 1.270, H207 1.010, H208 1.010
205 H 3.02 -0.69 -7.99  N203 1.010
206 H 2.16 0.44 -6.84  N203 1.010
207 H -0.86 -0.44 -7.94  N204 1.010
208 H 0.25 0.74 -7.20  N204 1.010
209 C 0.27 7.15 -4.82  O210 1.224, N211 1.294, N212 1.296
210 O 0.68 6.10 -4.34  C209 1.224
211 N 1.08 8.15 -4.93  C209 1.294, H213 1.010, H214 1.010
212 N -0.98 7.21 -5.14  C209 1.296, H215 1.010, H216 1.010
213 H 2.06 7.91 -4.82  N211 1.010
214 H 0.81 9.07 -5.24  N211 1.010
215 H -1.62 6.47 -4.91  N212 1.010
216 H -1.25 7.91 -5.81  N212 1.010
217 C 3.88 -6.46 1.07  O218 1.240, N219 1.268, N220 1.241
218 O 2.98 -7.20 0.66  C217 1.240
219 N 5.12 -6.73 1.07  C217 1.268, H221 1.010, H222 1.010
220 N 3.75 -5.29 1.48  C217 1.241, H223 1.010, H224 1.010
221 H 5.71 -5.95 1.34  N219 1.010
222 H 5.56 -7.60 0.81  N219 1.010
223 H 2.87 -4.99 1.87  N220 1.010
224 H 4.64 -4.82 1.57  N220 1.010
225 C 6.64 -2.49 1.20  O226 1.223, N227 1.343, N228 1.274
226 O 6.54 -3.59 1.70  C225 1.223
227 N 7.71 -1.73 1.50  C225 1.343, H229 1.010, H230 1.010
228 N 5.90 -2.04 0.26  C225 1.274, H231 1.010, H232 1.010
229 H 8.44 -2.08 2.10  N227 1.010
230 H 7.78 -0.79 1.13  N227 1.010
231 H 5.01 -2.51 0.30  N228 1.010
232 H 6.05 -1.10 -0.06  N228 1.010
233 C 2.78 2.20 5.04  O234 1.159, N235 1.317, N236 1.305
234 O 3.14 3.30 5.10  C233 1.159
235 N 1.56 1.83 5.38  C233 1.317, H237 1.010, H238 1.010
236 N 3.50 1.16 4.73  C233 1.305, H239 1.010, H240 1.010
237 H 1.35 0.84 5.41  N235 1.010
238 H 0.83 2.50 5.58  N235 1.010
239 H 3.32 0.17 4.82  N236 1.010
240 H 4.50 1.27 4.59  N236 1.010
241 C 4.08 3.43 -4.17  O242 1.211, N243 1.324, N244 1.294
242 O 4.95 2.97 -4.88  C241 1.211
243 N 3.82 4.72 -4.05  C241 1.324, H245 1.010, H246 1.010
244 N 3.42 2.70 -3.32  C241 1.294, H247 1.010, H248 1.010
245 H 4.22 5.41 -4.68  N243 1.010
246 H 3.23 4.90 -3.25  N243 1.010
247 H 2.93 3.08 -2.52  N244 1.010
248 H 3.41 1.70 -3.44  N244 1.010
249 C 1.10 -2.98 -5.15  O250 1.220, N251 1.299, N252 1.308
250 O 1.28 -2.59 -4.01  C249 1.220
251 N 2.05 -3.11 -6.03  C249 1.299, H253 1.010, H254 1.010
252 N -0.09 -3.24 -5.62  C249 1.308, H255 1.010, H256 1.010
253 H 2.95 -2.69 -5.84  N251 1.010
254 H 1.63 -3.25 -6.94  N251 1.010
255 H -0.36 -3.50 -6.56  N252 1.010
256 H -0.83 -2.98 -4.97  N252 1.010
257 C 2.38 -3.36 -0.64  O258 1.197, N259 1.301, N260 1.291
258 O 2.69 -2.66 0.28  C257 1.197
259 N 3.17 -4.17 -1.29  C257 1.301, H261 1.010, H262 1.010
260 N 1.27 -3.22 -1.28  C257 1.291, H263 1.010, H264 1.010
261 H 4.13 -4.32 -1.00  N259 1.010
262 H 2.83 -4.71 -2.07  N259 1.010
263 H 1.20 -3.29 -2.28  N260 1.010
264 H 0.54 -2.60 -0.95  N260 1.010

- M (g mol⁻¹) = 1674.00
- charge = 0
- LUMO (eV) = -0.157
- highest occupied orbital energy (eV) = -8.4
- gap between HOMO and LUMO (eV) = 8.27

Here are the Löwdin charges for atoms 1 to 8, given in e:
1. C -0.05
2. C -0.40
3. C -0.19
4. O -0.24
5. C -0.08
6. N 0.08
7. H 0.08
8. H 0.05